Run i
DFT (ωB97M-V with the def2-TZVPD basis set) results for 4 unconnected molecules or ions with the total composition C2H14N2O3.

Last columns: bonded neighbours and bond lengths (Å).
Positions of all 21 atoms, in Å:
1 H 0.133 -3.116 -1.467  O21 0.970
2 O -1.591 -4.295 1.396  H3 0.974, H20 0.969
3 H -0.857 -4.093 0.788  O2 0.974
4 N 0.634 1.917 0.813  C7 1.474, C12 1.476, H19 1.012
5 H 0.426 -0.048 1.104  C12 1.087
6 H 0.022 -0.732 -2.248  O16 0.969
7 C -0.103 3.049 0.223  N4 1.474, H10 1.090, H13 1.086, N15 1.482
8 H 0.575 2.480 -1.567  N15 1.019
9 H -1.141 0.674 0.866  C12 1.100
10 H 0.045 3.949 0.820  C7 1.090
11 H 0.023 -2.584 -0.032  O21 0.962
12 C -0.175 0.817 1.373  N4 1.476, H5 1.087, H9 1.100, H14 1.087
13 H -1.165 2.850 0.105  C7 1.086
14 H -0.577 0.996 2.367  C12 1.087
15 N 0.429 3.383 -1.119  C7 1.482, H8 1.019, H17 1.019
16 O 0.433 -1.530 -2.613  H6 0.969, H18 0.973
17 H 1.378 3.714 -0.954  N15 1.019
18 H 1.363 -1.249 -2.660  O16 0.973
19 H 1.198 2.317 1.551  N4 1.012
20 H -1.291 -5.128 1.791  O2 0.969
21 O 0.242 -3.372 -0.538  H1 0.970, H11 0.962

Computed properties:
Multiplicity: 1
Gap between HOMO and LUMO, eV: 9.6
Structure (SMILES): CNCN.O.O.O

***

Run ii
DFT (ωB97M-V with the def2-TZVPD basis set) results for 4 unconnected molecules or ions with the total composition C2H14N2O3.

Last columns: bonded neighbours and bond lengths (Å).
Positions of all 21 atoms, in Å:
1 H 0.296 0.587 -2.412  O9 1.003
2 C -1.489 0.811 0.862  H5 1.015, H12 1.110, H13 1.128, N14 1.410
3 H 0.253 0.221 3.155  C18 1.051
4 N -1.077 -1.316 3.887  H8 1.006, C18 1.545, H21 1.043
5 H -2.468 0.886 1.121  C2 1.015
6 H 2.048 1.850 -4.545  O19 0.928
7 H -1.566 0.698 3.229  C18 1.201
8 H -0.785 -1.275 4.849  N4 1.006
9 O 1.201 0.480 -2.833  H1 1.003, H10 0.908
10 H 1.596 -0.242 -2.449  O9 0.908
11 H 2.618 -2.786 -1.673  O20 0.916
12 H -1.495 0.778 -0.248  C2 1.110
13 H -0.712 1.608 1.048  C2 1.128
14 N -0.933 -0.309 1.514  C2 1.410, H15 1.023, C18 1.487
15 H -1.427 -1.119 1.131  N14 1.023
16 H 1.553 2.741 -5.515  O19 1.015
17 H 1.043 -2.292 -1.252  O20 0.959
18 C -0.724 -0.120 2.974  H3 1.051, N4 1.545, H7 1.201, N14 1.487
19 O 2.389 2.611 -4.952  H6 0.928, H16 1.015
20 O 1.792 -2.428 -1.837  H11 0.916, H17 0.959
21 H -2.116 -1.383 3.946  N4 1.043

Computed properties:
Multiplicity: 1
Gap between HOMO and LUMO, eV: 9.3
Structure (SMILES): CNCN.O.O.O

***

run ii is the least stable structure shown above.